[1]
37
Properties=species:S:1:pos:R:3 method="wB97M-V/def2-TZVPD" total_energy_ha=-2046.8912 homo_lumo_gap_ev="5.21 / 5.18" charge=+1 e_homo_ha="-0.414 / -0.413"
Rh -0.0746 -0.1781 0.4864
B -0.0029 -3.7927 -0.3906
N 1.2713 -2.9609 -0.4631
C 2.4762 -3.4833 -0.7564
C 3.4158 -2.4743 -0.7347
C 2.6881 -1.3327 -0.4001
N 1.4099 -1.6560 -0.2303
N -1.2977 -2.9919 -0.4737
C -2.4728 -3.5208 -0.8574
C -3.4674 -2.5830 -0.6649
C -2.8037 -1.4755 -0.1406
N -1.5068 -1.7551 -0.0259
H -0.0094 -4.3997 0.6446
H 0.0116 -4.5952 -1.2667
H 2.5977 -4.5267 -0.9579
H 4.4643 -2.5424 -0.9338
H 3.0288 -0.3196 -0.2844
H -2.5365 -4.5170 -1.2435
H -4.5120 -2.6799 -0.8687
H -3.1979 -0.5173 0.1472
Cl -1.4449 -0.0386 2.6874
C 0.0380 -0.2185 3.6334
Cl 1.3738 0.2409 2.5620
H 0.1530 -1.2675 3.9104
H 0.0070 0.4431 4.5005
Te -0.3215 1.2063 -1.7296
C -0.0878 3.1999 -1.0604
C -0.2523 3.5099 0.2875
C -0.1303 4.8177 0.7146
C 0.1686 5.8193 -0.1992
C 0.3508 5.5107 -1.5394
C 0.2204 4.2052 -1.9737
H -0.4874 2.7197 0.9964
H -0.2744 5.0643 1.7576
H 0.2546 6.8417 0.1331
H 0.5899 6.2894 -2.2483
H 0.3618 3.9594 -3.0169

[2]
30
Properties=species:S:1:pos:R:3 method="wB97M-V/def2-TZVPD" total_energy_ha=-1039.5321 e_above_lowest_kcal_mol=157.7 homo_lumo_gap_ev="6.84 / 6.84" e_homo_ha="-0.274 / -0.274"
C -0.9207 -2.1773 0.2365
C -2.2336 -1.8958 0.2754
C -1.9668 0.2372 -0.5229
C -0.0157 -1.1786 -0.2879
C -0.5965 0.0336 -0.6975
C -2.8619 -0.7673 -0.2378
C 1.3916 -1.4292 -0.6438
C 2.2405 0.6740 0.2044
C 0.2777 1.1617 -1.1432
C 1.1937 1.6766 0.0174
C -4.3068 -0.7133 0.0380
C 0.4910 1.9181 1.3750
C 4.4182 0.0764 -0.1931
O 3.4086 1.0848 -0.1470
Cl 2.1521 -2.6218 0.3675
H -0.4143 -2.9387 0.9198
H -3.0107 -2.6341 0.6522
H -2.4485 1.0055 -1.1049
H 1.0111 0.6994 -1.8292
H -0.2252 1.8771 -1.7296
H 1.7407 2.5232 -0.4578
H -5.1000 -0.8936 -0.7635
H -4.6634 -1.4562 0.6911
H -4.7243 0.2360 0.4487
H 0.1828 0.8861 1.6995
H -0.2826 2.7088 1.4152
H 1.2463 2.2552 2.0519
H 4.8362 0.1898 -1.2265
H 3.7867 -0.7993 0.1502
H 5.3939 0.2616 0.4421